Density functional theory data (the ωB97M-V functional and the def2-TZVPD basis) for the ion C4H12N3 with charge +1.

Each line ends with the Mulliken charge.
CARTESIAN COORDINATES (ANGSTROEM)
N (1.594, 2.272, 1.106)  -0.6602
C (0.517, 1.369, 1.237)  -0.1517
C (0.319, 0.397, 0.342)  -0.2429
N (1.227, 0.439, -0.858)  -0.2174
C (-1.033, -0.277, 0.052)  -0.3977
C (-0.854, -1.616, -0.660)  -0.5034
N (-1.941, -2.538, -0.810)  -0.6267
H (1.266, 3.180, 0.769)  0.2602
H (1.935, 2.508, 2.036)  0.3097
H (-0.033, 1.364, 2.174)  0.3793
H (1.757, -0.427, -0.941)  0.3667
H (1.882, 1.168, -0.507)  0.4227
H (0.846, 0.727, -1.758)  0.3304
H (-1.370, -0.337, 1.096)  0.3370
H (-1.791, 0.390, -0.395)  0.3074
H (0.003, -2.052, -0.137)  0.3582
H (-0.503, -1.369, -1.684)  0.2364
H (-1.691, -3.495, -0.997)  0.2505
H (-2.554, -2.264, -1.567)  0.2415

## Properties
strongest force on any atom = 0.0667 hartree/bohr
multiplicity = 1
total charge = +1
HOMO energy = -12.6 eV
ΔE to the lowest compared entry with this formula, charge and spin = 2.490 eV
HOMO-LUMO gap = 9.137 eV